# 1
A structure of composition C55H47MgN8PS, computed with the ωB97M-V functional and the def2-TZVPD basis.

Energy above the lowest of the compared OMol25 structures with the same formula, charge and spin: 0.000 eV
2S+1: 1
Net charge: +2
Kohn-Sham gap: 8.38 eV
HOMO: -12.7 eV

The geometry in XYZ format:
```
113
C55H47MgN8PS the ωB97M-V functional and the def2-TZVPD basis
Mg 0.95333 0.01581 -0.08079
C -3.78597 2.40945 1.06686
N -2.45073 2.28760 0.49466
C -1.52084 1.36267 0.81086
N -0.40644 1.58046 0.11929
C -0.63247 2.67367 -0.66623
C -1.90805 3.12759 -0.45250
C -2.62210 4.25608 -1.06466
C -2.05099 5.52528 -1.03654
C -2.69310 6.58831 -1.65072
C -3.90701 6.39014 -2.29201
C -4.47838 5.12554 -2.32614
C -3.83622 4.05989 -1.71808
C 0.40813 3.15656 -1.58799
C 0.13434 3.32524 -2.94167
C 1.14465 3.70653 -3.81065
C 2.43047 3.92776 -3.33586
C 2.70405 3.78146 -1.98181
C 1.69393 3.39866 -1.11067
P -1.78615 -0.04535 1.94909
C -1.52533 -1.39473 0.73821
N -0.42279 -1.54956 0.01352
C -0.61267 -2.63925 -0.78230
C -1.87016 -3.13983 -0.56582
N -2.42674 -2.34588 0.41209
C -3.75240 -2.52287 0.99225
C -2.55236 -4.28454 -1.18436
C -3.76678 -4.11916 -1.84529
C -4.37969 -5.20223 -2.45267
C -3.77851 -6.45276 -2.41058
C -2.56358 -6.61966 -1.76216
C -1.95064 -5.53925 -1.14867
C 0.46091 -3.05804 -1.69347
C 0.21616 -3.30738 -3.03849
C 1.26940 -3.60665 -3.88992
C 2.56899 -3.66501 -3.40587
C 2.81622 -3.43593 -2.05744
C 1.76439 -3.13409 -1.20611
C -0.14421 -0.07183 2.73963
N 1.02150 -0.17311 2.10984
C 1.98305 -0.20485 3.07806
C 1.39709 -0.07181 4.31096
N 0.04680 -0.00443 4.07620
C -0.98078 0.08459 5.10491
C 2.00731 -0.04278 5.64721
C 1.78791 1.02555 6.51262
C 2.39888 1.04909 7.75507
C 3.23772 0.01123 8.13613
C 3.46500 -1.05196 7.27408
C 2.85155 -1.08063 6.03242
C 3.40109 -0.41071 2.73873
C 3.78988 -1.61176 2.14808
C 5.11056 -1.81752 1.78021
C 6.05559 -0.82291 2.00518
C 5.67810 0.36512 2.61402
C 4.35576 0.57049 2.98555
H -3.76707 2.05234 2.09442
H -4.07081 3.45844 1.05148
H -4.50493 1.83244 0.48753
H -1.10653 5.67725 -0.53160
H -2.24809 7.57257 -1.62475
H -4.40794 7.22091 -2.76715
H -5.42092 4.97020 -2.83097
H -4.27010 3.06956 -1.76947
H -0.86823 3.14997 -3.31105
H 0.92740 3.83532 -4.86198
H 3.21199 4.23583 -4.01530
H 3.69448 3.99676 -1.60292
H 1.89417 3.31024 -0.04837
H -4.02078 -3.57377 0.91969
H -3.72641 -2.22636 2.03866
H -4.48749 -1.92542 0.45520
H -4.22479 -3.13977 -1.90047
H -5.32237 -5.07105 -2.96397
H -4.25702 -7.29670 -2.88535
H -2.09521 -7.59277 -1.73118
H -1.00541 -5.66635 -0.63822
H -0.79601 -3.25443 -3.41965
H 1.07420 -3.79679 -4.93587
H 3.38353 -3.90979 -4.07261
H 3.82264 -3.51892 -1.66942
H 1.94890 -2.98586 -0.14730
H -0.59066 -0.36549 6.01491
H -1.23937 1.12440 5.29832
H -1.86335 -0.46027 4.77903
H 1.14976 1.84605 6.21130
H 2.22830 1.88116 8.42285
H 3.71369 0.03140 9.10555
H 4.11867 -1.85933 7.57046
H 3.02118 -1.91267 5.36224
H 3.05567 -2.39453 1.99904
H 5.40833 -2.75968 1.33986
H 7.08634 -0.98300 1.72536
H 6.41460 1.13149 2.81065
H 4.06125 1.49422 3.46729
N 3.05830 0.47526 -0.30996
H 3.46323 0.81178 0.56402
H 3.20825 1.20450 -1.00464
H 3.63727 -0.32181 -0.56504
S 1.30894 -0.02535 -4.83904
C 1.68520 -0.12397 -3.17951
N 0.71136 -0.00220 -2.33108
C -0.48480 0.20269 -3.02450
C -1.75019 0.37753 -2.45525
C -2.82580 0.57840 -3.29100
C -2.67114 0.61041 -4.68537
C -1.43353 0.43178 -5.26023
C -0.34438 0.22414 -4.41192
H 2.70284 -0.31250 -2.88053
H -1.88038 0.35415 -1.38297
H -3.81221 0.71041 -2.86729
H -3.53262 0.77676 -5.31537
H -1.30957 0.45213 -6.33281
```

***

# 2
A structure of composition C55H47N3P3RhSSi at a distorted geometry, computed with the ωB97M-V functional and the def2-TZVPD basis.

Energy above the lowest of the compared OMol25 structures with the same formula, charge and spin: 2.076 eV
2S+1: 1
Net charge: +2
Kohn-Sham gap: 7.13 eV
HOMO: -12.5 eV

The geometry in XYZ format:
```
111
C55H47N3P3RhSSi the ωB97M-V functional and the def2-TZVPD basis
Rh 0.03812 0.43093 0.13161
C -0.96084 -7.10235 3.00476
C 0.29830 -7.22691 2.43308
C 0.85166 -6.17153 1.72473
C 0.14700 -4.97677 1.58793
C -1.11106 -4.85648 2.17583
C -1.66835 -5.91577 2.87465
P 0.71664 -3.57790 0.57958
C 2.51240 -3.72446 0.42500
C 3.11990 -3.37427 -0.77899
C 4.50270 -3.35724 -0.88426
C 5.28785 -3.67853 0.21358
C 4.68767 -4.01396 1.42190
C 3.30631 -4.02854 1.53097
C 0.05336 -3.94652 -1.05984
C 0.35160 -5.00934 -1.90680
C -0.43558 -5.20500 -3.02671
C -1.52543 -4.36431 -3.27765
C -1.81555 -3.31192 -2.42963
C -0.97891 -3.06018 -1.33264
Si -1.06278 -1.58928 -0.18574
C -2.90705 -1.31823 -0.03703
C -3.87860 -2.32845 -0.04580
C -5.22398 -2.01135 -0.05556
C -5.62614 -0.67669 -0.04717
C -4.68432 0.33529 0.00679
C -3.32846 0.01050 0.01131
P -2.05593 1.26109 0.34959
C -2.47528 2.72892 -0.61102
C -3.25542 2.62595 -1.76117
C -3.65669 3.77270 -2.43212
C -3.28949 5.02316 -1.95774
C -2.47089 5.13067 -0.84163
C -2.04742 3.98858 -0.18561
C -2.53582 1.57592 2.09221
C -3.02539 2.78895 2.56991
C -3.48740 2.89402 3.87825
C -3.47561 1.79601 4.71984
C -3.01861 0.57095 4.24624
C -2.56062 0.46471 2.94541
C 0.18288 0.45683 -1.87625
C -0.41247 -0.20057 -2.94998
C 0.07969 -0.01663 -4.23627
C 1.14682 0.83920 -4.48489
C 1.68724 1.57383 -3.44289
C 1.19426 1.38184 -2.15567
P 1.31872 2.43232 -0.68907
C 0.85624 4.05370 -1.39582
C 0.04719 4.13838 -2.52823
C -0.22206 5.37195 -3.09958
C 0.28221 6.53288 -2.53186
C 1.05693 6.45886 -1.38262
C 1.34802 5.22523 -0.81979
C 3.02078 2.72860 -0.13325
C 4.09900 2.74103 -1.01232
C 5.37426 3.02724 -0.54732
C 5.58082 3.31520 0.79478
C 4.50868 3.31328 1.67658
C 3.23539 3.01826 1.21231
H -1.39068 -7.93129 3.55084
H 0.84862 -8.15302 2.53152
H 1.82663 -6.28764 1.26894
H -1.66364 -3.92560 2.08537
H -2.64885 -5.81571 3.32062
H 2.51706 -3.10858 -1.64011
H 4.96511 -3.09563 -1.82679
H 6.36652 -3.67059 0.12944
H 5.29851 -4.26908 2.27830
H 2.84775 -4.28189 2.47963
H 1.14970 -5.70051 -1.66403
H -0.23143 -6.03218 -3.69351
H -2.14187 -4.53498 -4.15054
H -2.64464 -2.65586 -2.66793
H -3.57648 -3.36942 -0.04254
H -5.96620 -2.79832 -0.06714
H -6.67961 -0.43032 -0.06175
H -5.00431 1.36865 0.06177
H -3.56900 1.65759 -2.12909
H -4.27337 3.68541 -3.31668
H -3.62312 5.91528 -2.47111
H -2.14917 6.10265 -0.49220
H -1.38679 4.08691 0.66794
H -3.07561 3.65639 1.93081
H -3.86949 3.84297 4.22998
H -3.84345 1.88308 5.73327
H -3.04258 -0.30318 4.88359
H -2.28477 -0.51671 2.56892
H -1.25809 -0.86216 -2.82079
H -0.38488 -0.54417 -5.06012
H 1.51303 0.97238 -5.49379
H 2.43878 2.32680 -3.64383
H -0.36446 3.24471 -2.97915
H -0.83121 5.42408 -3.99273
H 0.07801 7.49328 -2.98658
H 1.45440 7.35993 -0.93463
H 1.98243 5.18136 0.05672
H 3.95519 2.52220 -2.06154
H 6.20690 3.03536 -1.23801
H 6.57469 3.55271 1.15012
H 4.66601 3.54766 2.72176
H 2.39655 3.03111 1.90120
N 0.36485 0.61090 2.39177
N 1.68314 0.44071 2.85056
C 2.63209 -0.09753 2.05843
N 3.80137 -0.36968 2.64616
S 2.41242 -0.40691 0.43192
H 0.03408 1.52790 2.68046
H -0.22334 -0.07204 2.85854
H 1.85065 0.60122 3.83268
H 3.99859 -0.13229 3.60411
H 4.56748 -0.66977 2.06528
```

***

# 3
A structure of composition C55H48LaN5OP2S at a distorted geometry, computed with the ωB97M-V functional and the def2-TZVPD basis.

2S+1: 1
Net charge: 0
Kohn-Sham gap (spin up / spin down): 3.15 / 3.17 eV
HOMO (spin up / spin down): -3.3 / -3.3 eV

The geometry in XYZ format:
```
113
C55H48LaN5OP2S the ωB97M-V functional and the def2-TZVPD basis
La 0.21606 0.84386 1.05725
C -1.49104 0.34066 3.60805
N -0.02794 0.51266 3.54415
C 0.45556 1.62086 4.34625
C 1.34836 2.51196 3.54825
N 1.42526 2.59566 2.23555
C 2.32376 3.59756 1.97445
C 2.76566 4.11006 0.74695
C 3.69306 5.15976 0.75155
C 4.17096 5.68656 1.95475
C 3.74306 5.18566 3.19035
C 2.81796 4.14006 3.15495
N 2.18866 3.42426 4.14005
C -2.33954 1.05386 2.59055
N -2.16614 1.15726 1.28335
C -3.34944 1.61706 0.76935
C -3.71844 1.85116 -0.56255
C -5.03214 2.25316 -0.83425
C -5.95544 2.42436 0.20075
C -5.59824 2.21306 1.53855
C -4.28174 1.81256 1.77855
N -3.59984 1.50336 2.92745
H -1.85494 0.53606 4.62525
H -1.68684 -0.72814 3.44095
H 0.33026 -0.41154 3.83725
H 1.00116 1.22656 5.21155
H -0.36234 2.23646 4.74165
H 2.38356 3.69546 -0.17915
H 4.04036 5.56786 -0.19435
H 4.88916 6.50366 1.92995
H 4.11316 5.59666 4.12275
H 2.30676 3.56156 5.13265
H -2.99684 1.69986 -1.35735
H -5.33494 2.42366 -1.86445
H -6.97334 2.72526 -0.03875
H -6.31724 2.34176 2.33945
H -3.99564 1.49706 3.85465
C 0.91826 -4.84334 -4.58385
C -0.23804 -4.11614 -3.85715
C -1.59344 -4.64984 -4.37335
C -0.13694 -4.40824 -2.35625
C -0.14554 -5.71294 -1.83695
C -0.04584 -5.94154 -0.46125
C 0.06316 -4.87144 0.42885
C 0.06786 -3.55764 -0.04645
P 0.21606 -2.06644 1.02925
C -1.10834 -2.37834 2.24285
C -0.98004 -3.21024 3.36465
C -2.04614 -3.39334 4.25105
C -3.25944 -2.74794 4.02885
C -3.40894 -1.92074 2.91985
C -2.34284 -1.73894 2.03475
C 1.77666 -2.31754 1.93425
C 2.84536 -3.05004 1.39355
C 4.05196 -3.18994 2.08695
C 4.22066 -2.58034 3.32635
C 3.18856 -1.81974 3.86615
C 1.98386 -1.68054 3.17045
C -0.03674 -3.35764 -1.44175
O -0.03704 -2.05094 -1.81985
C -0.03964 -1.68894 -3.13075
C 0.05616 -0.29604 -3.34925
C 0.02196 0.16146 -4.67005
C -0.09614 -0.74304 -5.72685
C -0.17914 -2.11624 -5.47975
C -0.14934 -2.61794 -4.16815
P 0.21606 0.81586 -1.87225
C 1.88006 1.49586 -2.16585
C 2.19246 2.44326 -3.15095
C 3.50326 2.89956 -3.32175
C 4.52486 2.41236 -2.51095
C 4.23716 1.46896 -1.52935
C 2.92666 1.01446 -1.35955
C -0.97004 2.15126 -2.23115
C -0.70724 3.48806 -1.89455
C -1.64954 4.49366 -2.13565
C -2.88574 4.17596 -2.69095
C -3.18474 2.85206 -2.99445
C -2.23934 1.85006 -2.75715
H 0.89206 -5.92674 -4.42175
H 1.89376 -4.48314 -4.23375
H 0.88406 -4.69314 -5.66865
H -1.70444 -5.72604 -4.19885
H -1.71344 -4.49234 -5.45125
H -2.43254 -4.14914 -3.87405
H -0.23174 -6.57324 -2.49705
H -0.05224 -6.95994 -0.08025
H 0.15006 -5.08204 1.49045
H -0.04834 -3.73274 3.56735
H -1.92564 -4.04154 5.11495
H -4.08744 -2.89004 4.71795
H -4.35354 -1.41464 2.73935
H -2.48634 -1.08674 1.17415
H 2.76366 -3.51594 0.41385
H 4.86196 -3.76774 1.64935
H 5.15956 -2.68554 3.86295
H 3.31976 -1.32454 4.82475
H 1.20336 -1.06014 3.60835
H 0.07676 1.22226 -4.89515
H -0.12314 -0.37494 -6.74985
H -0.27054 -2.78824 -6.32985
H 1.42086 2.84276 -3.80345
H 3.72426 3.63386 -4.09175
H 5.54386 2.76466 -2.64585
H 5.02946 1.08036 -0.89505
H 2.73096 0.27036 -0.58805
H 0.23586 3.76716 -1.42885
H -1.41884 5.52356 -1.87625
H -3.62074 4.95576 -2.87065
H -4.15654 2.59166 -3.40555
H -2.51604 0.82096 -2.98035
S 0.21606 3.70656 1.05725
H 2.49396 0.84386 1.05725
```